No. 1
The following is a DFT calculation (wB97M-V/def2-TZVPD) of C31H18Br2CsF5N6O5Se as an isolated structure in a non-equilibrium geometry.

Computed properties:
**Net charge**: -2
**HOMO**: -2.463 eV
**DFT total energy**: -9966.0199 Ha
**E_LUMO**: 3.18 eV

Each line ends with the natural charge from an NBO analysis.
CARTESIAN COORDINATES (ANGSTROEM)
N1 -0.85 -1.64 -2.40  -0.387
C1 2.88 -0.56 -1.57  0.080
C2 -0.02 -1.69 -3.43  0.193
O1 -1.87 6.77 -3.14  -0.720
C3 -3.06 -1.16 3.38  0.431
N2 -1.11 -2.65 1.49  -0.493
H1 -0.95 -4.53 4.01  0.409
H2 3.01 -0.15 -0.58  0.240
N3 -0.59 2.87 -1.26  -0.480
F1 5.10 -0.04 3.94  -0.308
C4 1.68 3.81 -0.85  -0.662
N4 1.63 -0.86 -1.92  -0.381
F2 5.49 1.09 6.31  -0.320
C5 -4.67 -3.08 4.79  -0.362
C6 0.15 -4.37 2.19  -0.132
H3 0.89 -5.13 2.34  0.200
C7 3.97 -0.77 -2.40  -0.276
C8 -5.01 -1.72 4.77  -0.198
C9 -2.74 -2.56 3.39  -0.263
C10 3.72 -1.32 -3.64  -0.047
H4 -5.90 -1.39 5.30  0.187
H5 0.20 -2.02 -5.57  0.222
Cs1 -1.57 0.40 0.47  0.959
C11 0.28 3.85 -1.34  0.365
C12 -1.82 -2.23 -4.89  -0.038
H6 -3.88 4.04 -2.72  0.500
C13 4.73 4.00 4.32  0.256
H7 1.88 4.63 -0.16  0.224
N5 -0.28 4.93 -1.94  -0.504
O2 -3.63 5.37 -3.13  -0.739
C14 -1.58 -3.05 2.65  0.377
H8 -4.52 0.25 4.09  0.201
H9 -3.76 -2.31 -3.95  0.233
O3 -2.94 1.31 -1.59  -0.702
C15 1.41 -1.39 -3.12  0.168
Se1 4.35 1.24 1.18  -0.494
F3 4.62 5.34 4.46  -0.312
H10 -5.28 -3.81 5.31  0.188
C16 2.43 -1.64 -4.03  -0.281
C17 -3.54 -3.47 4.08  -0.125
C18 -4.25 -0.80 4.10  -0.326
H11 0.53 -3.31 0.30  0.208
H12 2.39 3.89 -1.68  0.218
C19 -1.58 4.64 -2.25  0.018
C20 4.63 2.03 2.87  -0.265
F4 5.26 3.80 6.62  -0.314
C21 -2.14 -1.85 -2.60  0.093
O4 -2.35 -0.29 2.79  -0.821
H13 0.11 5.84 -2.14  0.435
H14 4.97 -0.51 -2.08  0.244
C22 -0.46 -1.99 -4.72  -0.280
Br1 -2.46 -2.65 -6.63  0.037
H15 -3.28 -4.52 4.04  0.173
H16 1.88 2.88 -0.32  0.268
O5 -4.04 3.04 -2.43  -0.692
C23 4.96 1.29 4.01  0.282
C24 -2.43 5.69 -2.91  0.753
Br2 5.15 -1.66 -4.84  0.033
C25 -2.97 2.48 -1.94  0.786
C26 -2.70 -2.16 -3.83  -0.289
H17 -2.76 -1.77 -1.71  0.208
C27 -1.76 3.34 -1.82  -0.056
F5 4.21 4.23 2.07  -0.310
C28 4.52 3.41 3.09  0.292
C29 -0.04 -3.46 1.20  -0.096
C30 5.05 3.23 5.42  0.218
C31 5.17 1.86 5.25  0.290
N6 -0.84 -4.11 3.11  -0.536
H18 2.24 -2.09 -4.99  0.219


No. 2
The following is a DFT calculation (wB97M-V/def2-TZVPD) of C26H48BiClOP as an isolated structure in a non-equilibrium geometry.

Computed properties:
**Net charge**: -1
**HOMO (alpha / beta)**: -0.739 / -0.740 eV
**DFT total energy**: -2110.7980 Ha
**E_LUMO (alpha / beta)**: 2.26 / 2.26 eV

Each line ends with the Mulliken charge.
CARTESIAN COORDINATES (ANGSTROEM)
C1 -0.85 -3.93 1.11  -0.909
H1 -1.77 -2.35 -0.08  0.309
H2 3.09 -0.76 -1.61  0.278
C2 -0.32 -4.85 0.01  -0.707
H3 4.78 -0.15 0.85  0.401
C3 -3.46 2.38 2.73  -1.100
H4 -1.75 1.67 -0.64  -0.265
C4 0.79 -2.85 -1.10  -0.739
C5 -1.10 1.53 5.55  -0.768
C6 -0.44 0.84 0.78  -0.208
H5 -1.33 2.40 2.98  0.202
C7 0.36 -1.99 0.10  -0.546
H6 0.06 1.48 -4.48  0.377
H7 -2.47 1.12 -3.31  0.375
H8 1.68 0.20 -3.11  0.221
H9 -3.25 -0.43 -3.66  0.377
H10 3.90 3.35 -0.66  0.431
H11 -4.23 3.02 2.28  0.476
H12 -1.09 -4.99 -0.75  0.315
C8 0.04 0.38 -4.53  -0.847
H13 -0.34 1.21 -2.00  1.104
C9 -0.98 -2.46 0.67  0.080
H14 -1.47 1.14 6.49  0.243
C10 -2.98 0.74 0.86  -1.342
H15 -1.48 -1.62 -2.41  0.544
H16 2.23 0.52 1.04  0.310
H17 0.04 -2.77 -1.90  0.214
C11 3.74 2.36 -0.22  -0.808
H18 -3.25 0.24 2.88  0.006
H19 1.80 -4.37 0.02  0.407
Bi1 0.85 -0.07 4.73  0.247
H20 -1.40 -1.13 -5.08  0.330
H21 -1.68 2.39 5.22  0.201
C12 2.34 1.87 -0.60  -0.300
H22 -2.26 -0.41 -1.39  -0.812
H23 -1.82 -4.29 1.47  0.435
H24 -4.70 0.77 1.98  0.391
H25 5.81 1.74 -0.27  0.377
H26 4.90 1.43 -1.76  0.298
C13 -1.75 2.97 0.98  -1.764
H27 0.76 -1.29 -3.36  0.227
H28 -0.83 3.54 0.76  0.393
H29 3.06 -1.53 -0.01  0.167
H30 2.20 1.90 -1.69  0.272
H31 -2.06 4.02 2.82  0.281
H32 -0.16 -3.95 1.96  0.404
P1 0.46 -0.23 -0.36  0.846
C14 -1.61 -0.54 -2.26  0.017
H33 1.59 2.55 -0.17  0.101
C15 4.61 -0.05 -0.23  -0.942
H34 -0.06 1.92 5.74  0.336
H35 0.32 1.56 1.12  0.592
H36 1.74 -2.50 -1.53  0.163
H37 -3.65 2.37 3.82  0.342
H38 1.12 -2.14 0.90  0.824
H39 1.20 -4.92 -1.55  0.391
H40 -0.64 0.22 1.68  -0.176
H41 3.77 2.49 0.87  0.291
C16 -1.67 1.52 0.44  0.818
C17 3.20 -0.56 -0.53  -0.758
C18 -3.62 0.95 2.13  -0.274
O1 -1.15 0.55 4.51  -0.552
C19 2.15 0.44 -0.06  0.392
C20 -0.23 0.11 -2.03  -0.364
H42 0.67 0.09 -5.39  0.399
H43 -3.37 -0.02 0.18  0.058
C21 -2.09 2.99 2.45  -0.295
C22 -2.28 0.06 -3.50  -0.884
C23 4.84 1.40 -0.66  -0.722
H44 -2.57 3.44 0.42  0.493
Cl1 1.80 1.78 3.35  -0.529
H45 -1.28 -1.84 1.53  -0.134
C24 -1.40 -0.08 -4.76  -0.756
H46 -1.85 0.49 -5.58  0.412
C25 0.66 -0.20 -3.25  -0.467
C26 0.94 -4.31 -0.67  -1.028
H47 5.33 -0.72 -0.73  0.424
H48 -0.10 -5.84 0.43  0.406


No. 3
The following is a DFT calculation (wB97M-V/def2-TZVPD) of a 9-piece molecular cluster, C12H8B2Cl32FNO2S overall in a non-equilibrium geometry.

Computed properties:
**HOMO**: -9.219 eV
**DFT total energy**: -15941.1064 Ha
**E_LUMO**: -0.34 eV
**SMILES string**: COB(O)B(N=C=S)[C@H](C)F.ClC(Cl)(Cl)Cl.ClC(Cl)(Cl)Cl.ClC(Cl)(Cl)Cl.ClC(Cl)(Cl)Cl.ClC(Cl)(Cl)Cl.ClC(Cl)(Cl)Cl.ClC(Cl)(Cl)Cl.ClC(Cl)(Cl)Cl

Each line ends with the natural charge from an NBO analysis.
CARTESIAN COORDINATES (ANGSTROEM)
C1 1.63 -11.32 -6.36  -0.221
F1 1.49 1.73 1.01  -0.377
N1 -1.66 1.46 0.89  -0.664
Cl1 7.50 -13.27 -5.50  0.054
C2 -5.19 -5.44 -1.41  -0.222
Cl2 1.63 -13.01 -5.82  0.050
Cl3 -1.72 14.15 6.12  0.058
Cl4 3.15 10.88 3.74  0.049
Cl5 -5.85 -3.80 -1.31  0.064
Cl6 2.86 9.54 1.20  0.051
H1 -2.14 -3.54 -1.20  0.208
C3 -0.19 13.98 7.00  -0.223
Cl7 -0.14 -5.38 -2.86  0.039
H2 1.29 0.93 3.31  0.249
Cl8 -0.93 5.53 2.81  0.037
C4 -0.31 5.38 1.15  -0.224
C5 -1.36 -2.87 -0.76  -0.269
Cl9 4.82 -13.28 -6.58  0.059
H3 -0.42 0.31 3.06  0.220
Cl10 -0.46 13.03 8.47  0.054
H4 0.92 -0.85 2.94  0.220
Cl11 0.35 3.76 0.91  0.099
B1 -0.98 -0.53 -0.85  0.906
Cl12 3.30 -10.73 -6.46  0.060
C6 6.54 -13.09 -6.97  -0.221
Cl13 0.72 -10.33 -5.22  0.057
C7 2.04 9.98 2.70  -0.221
Cl14 -6.19 -6.42 -2.50  0.058
C8 0.81 0.48 1.23  -0.093
C9 -2.76 9.68 4.35  -0.222
Cl15 7.02 -14.32 -8.15  0.055
Cl16 0.88 -11.22 -7.97  0.058
Cl17 -1.62 10.33 5.53  0.053
Cl18 -4.35 9.49 5.10  0.051
Cl19 -1.10 -8.11 -2.69  0.060
Cl20 1.16 -7.27 -1.09  0.060
O1 -0.30 -0.23 -2.04  -0.900
Cl21 -2.18 8.11 3.77  0.057
Cl22 0.63 11.00 2.33  0.058
Cl23 6.81 -11.47 -7.66  0.047
Cl24 0.99 13.14 5.97  0.056
Cl25 -5.18 -6.18 0.20  0.057
Cl26 0.43 15.58 7.42  0.055
H5 -0.43 -2.95 -1.37  0.157
H6 -1.13 -3.26 0.26  0.185
S1 -3.56 0.09 2.37  -0.016
O2 -1.92 -1.55 -0.71  -0.727
B2 -0.62 0.49 0.46  0.617
C10 -2.63 0.91 1.34  0.267
Cl27 0.96 6.59 0.90  0.046
H7 0.09 -1.02 -2.45  0.494
C11 0.34 -7.08 -2.65  -0.221
H8 1.44 -0.30 0.73  0.179
Cl28 -1.63 5.66 0.00  0.041
Cl29 -3.53 -5.38 -2.03  0.048
Cl30 1.44 -7.55 -3.95  0.069
Cl31 -2.90 10.80 2.98  0.048
C12 0.65 0.21 2.76  -0.653
Cl32 1.50 8.52 3.53  0.065